(1)
Molecular formula: C5H6O
Method: DFT, the ωB97M-V functional and the def2-TZVPD basis

```
12
Properties=species:S:1:pos:R:3:forces:R:3
C -2.4132 0.2666 -0.5677 -1.127 0.914 -0.485
C -1.3699 0.7386 0.0651 -0.385 -1.118 -0.259
C -0.2199 0.7886 0.5687 0.918 0.692 1.076
C 0.6961 -0.1810 0.2523 0.177 0.438 0.322
C 2.1292 0.0722 0.3829 0.623 0.028 -0.295
O 0.3362 -1.3809 -0.1263 -1.909 -0.056 -0.296
H -2.7722 0.8627 -1.3788 -0.462 0.186 -0.585
H -3.1457 -0.3810 -0.1130 0.231 -0.426 0.144
H 2.2990 1.1105 0.0920 0.117 -0.050 0.076
H 2.4191 -0.0221 1.4343 0.002 -0.046 -0.144
H 2.7026 -0.6094 -0.2366 0.222 -0.061 0.046
H -0.6613 -1.2648 -0.3728 1.593 -0.501 0.400
```
Forces are in eV/Å.

As for the orbital gap: 8.10 eV. The value obtained for the energy is -269.2128 a.u. Its total charge is 0. As for the strongest force on any atom: 1.9 eV/Å. The calculation puts the energy above the lowest of the compared OMol25 structures with the same formula, charge and spin at 350.3 kJ/mol.

These are the natural (NBO) partial charges, in e, on atoms 1 to 4: number 1, C, carries -0.669; number 2, C, carries 0.152; number 3, C, carries -0.390; number 4, C, carries 0.510

(2)
Molecular formula: C26H26NO3
Method: DFT, the ωB97M-V functional and the def2-TZVPD basis

```
56
Properties=species:S:1:pos:R:3:forces:R:3
C -5.3000 1.4699 4.6608 -0.367 0.096 -0.078
O -3.8934 1.6144 4.8711 0.969 -0.422 0.155
C -3.1309 0.5250 4.6949 -1.269 -1.192 -1.025
O -3.5516 -0.5518 4.3118 0.641 1.172 0.797
C -1.7186 0.8202 5.1450 -0.694 0.436 -0.259
C -1.5320 0.2694 6.5507 -0.522 0.365 0.662
C -0.3944 -0.7412 6.5304 0.495 -0.511 0.543
C 0.1231 -0.8623 5.1066 0.140 0.111 0.024
N -0.5535 0.2631 4.3411 0.654 0.805 2.655
C -0.5579 0.1355 2.9004 -0.211 -0.608 -2.019
C 0.9029 0.2078 2.4700 0.179 0.178 -0.516
C 1.6933 1.2657 2.9550 0.353 -0.324 -0.142
C 3.0251 1.3700 2.6007 0.290 -0.261 -0.341
C 3.5976 0.4424 1.6965 -0.053 -0.209 -0.113
O 4.9006 0.6689 1.3829 -0.433 -0.292 0.076
C 5.6062 -0.2235 0.4999 -0.268 0.221 0.275
C 2.8051 -0.6062 1.1784 0.502 0.660 0.171
C 1.4636 -0.6816 1.5484 0.045 0.147 0.313
C -1.3019 -1.1259 2.4576 -0.320 0.163 -0.851
C -0.9211 -2.4565 2.4825 -0.273 -0.448 0.177
C -1.7790 -3.4215 1.9174 0.077 0.264 0.112
C -2.9665 -3.0447 1.2769 0.126 0.074 0.050
C -3.3074 -1.6939 1.1744 0.446 0.186 0.481
C -2.4718 -0.7572 1.7761 0.009 -0.339 -0.203
C -2.5647 0.7064 1.7226 0.433 0.190 -0.055
C -3.4927 1.5086 1.0809 0.008 0.057 0.195
C -3.2789 2.8911 1.0708 0.166 -0.055 0.042
C -2.1085 3.4295 1.6161 0.168 -0.171 0.143
C -1.1394 2.6047 2.2189 -0.569 0.210 -0.015
C -1.4167 1.2557 2.3231 -0.340 -0.177 -0.705
H -5.7199 2.3710 5.1024 -0.121 -0.113 -0.098
H -5.5093 1.4385 3.5879 0.023 -0.076 0.177
H -5.6953 0.5779 5.1548 0.177 0.120 -0.122
H -1.6474 1.9164 5.1148 0.252 -0.391 -0.041
H -1.3382 1.1201 7.2111 0.044 -0.341 0.086
H -2.4648 -0.2050 6.8909 0.341 0.215 -0.094
H 0.4230 -0.4271 7.1915 -0.280 -0.133 -0.081
H -0.7522 -1.7191 6.8761 0.204 0.287 -0.035
H 1.2029 -0.6899 5.0266 -0.299 -0.065 -0.035
H -0.0957 -1.8193 4.6480 -0.281 0.208 -0.029
H 0.0894 1.0479 4.5054 0.074 -0.316 -0.149
H 1.2850 2.0530 3.6005 0.213 -0.302 -0.103
H 3.6616 2.1602 2.9984 -0.196 -0.159 -0.180
H 6.5968 0.2247 0.4119 -0.160 -0.182 -0.073
H 5.6870 -1.2269 0.9359 -0.052 0.180 -0.069
H 5.1242 -0.2720 -0.4833 0.067 0.026 0.166
H 3.2249 -1.3439 0.4884 -0.191 0.370 0.244
H 0.8533 -1.4555 1.0976 0.058 0.079 0.127
H 0.0284 -2.7650 2.9331 -0.404 -0.020 -0.266
H -1.4990 -4.4736 1.9832 -0.112 0.303 -0.099
H -3.6201 -3.8005 0.8365 0.275 0.193 0.157
H -4.1947 -1.3347 0.6629 0.038 -0.326 -0.029
H -4.3507 1.0370 0.6001 0.136 0.352 0.070
H -4.0117 3.5481 0.6036 0.229 -0.135 0.094
H -1.9206 4.4998 1.5675 -0.110 -0.207 -0.067
H -0.1976 3.0149 2.5762 -0.309 0.104 -0.099
```
Forces are in eV/Å.

As for the orbital gap: 8.68 eV. The value obtained for the energy is -1286.6075 a.u. Its total charge is +1. As for the strongest force on any atom: 2.9 eV/Å. The calculation puts the energy above the lowest of the compared OMol25 structures with the same formula, charge and spin at 0.0 kJ/mol.

These are the natural (NBO) partial charges, in e, on atoms 1 to 4: number 1, C, carries -0.262; number 2, O, carries -0.501; number 3, C, carries 0.791; number 4, O, carries -0.579

(3)
Molecular formula: C8H15BaN3OSe3Te
Method: DFT, the ωB97M-V functional and the def2-TZVPD basis

```
32
Properties=species:S:1:pos:R:3:forces:R:3
Ba -0.2631 -0.0279 -0.0542 0.031 0.564 -0.033
Se -0.6860 -3.0549 0.4677 0.295 -0.201 0.029
Se 1.6867 -2.8337 0.2904 -0.334 0.267 -0.101
Te 2.1421 -1.4609 -1.8384 0.173 -0.117 -0.024
Se 2.5541 0.8988 -1.0796 -0.092 -0.251 0.026
C -2.7792 4.1702 -2.1144 0.010 0.046 0.072
N -2.8252 4.2633 -0.6564 -0.067 0.089 -0.077
C -3.4980 5.3694 0.0216 0.040 -0.031 -0.074
C -2.1823 3.3398 0.0484 0.085 -0.067 -0.034
O -1.5598 2.4059 -0.4558 -0.033 -0.287 0.120
H -3.3459 4.9929 -2.5395 -0.003 0.007 0.008
H -3.2092 3.2265 -2.4467 -0.005 -0.009 0.005
H -1.7501 4.2169 -2.4686 0.011 0.001 0.007
H -4.0599 5.9382 -0.7127 -0.022 -0.005 0.003
H -2.7821 6.0392 0.4975 0.006 0.021 -0.004
H -4.1978 4.9996 0.7694 0.010 -0.011 0.022
H -2.2410 3.4703 1.1370 -0.034 0.042 0.035
C 0.0407 -2.3524 5.4345 0.005 0.027 0.003
C 0.0494 -1.1080 4.6124 -0.013 0.024 -0.035
C 0.1584 0.2265 4.9563 0.046 0.054 0.020
C 0.1204 0.9325 3.7414 0.101 -0.001 0.082
N -0.0081 0.0907 2.7228 -0.127 -0.118 0.014
N -0.0471 -1.1402 3.2766 -0.092 -0.042 0.030
C 0.2213 2.4063 3.5082 -0.029 -0.028 -0.005
H 0.0846 -2.1008 6.4914 -0.002 0.003 0.010
H 0.8978 -2.9840 5.1970 -0.007 0.018 -0.006
H -0.8636 -2.9354 5.2568 0.002 0.005 -0.004
H 0.2679 0.6318 5.9488 0.004 -0.008 -0.031
H -0.2152 -1.9463 2.6695 0.042 0.017 -0.065
H 0.6181 2.9099 4.3873 0.014 -0.010 0.010
H -0.7584 2.8396 3.2953 -0.010 0.003 0.003
H 0.8819 2.6187 2.6671 -0.005 -0.001 -0.005
```
Forces are in eV/Å.

As for the orbital gap: 6.36 eV. The value obtained for the energy is -8051.2863 a.u. Its total charge is 0. As for the strongest force on any atom: 0.6 eV/Å. The calculation puts the energy above the lowest of the compared OMol25 structures with the same formula, charge and spin at 0.0 kJ/mol.

These are the Löwdin partial charges, in e, on atoms 1 to 4: number 1, Ba, carries 1.138; number 2, Se, carries -0.288; number 3, Se, carries -0.281; number 4, Te, carries 0.127